Here is the molecule C4H10N2O from the Open Molecules 2025 dataset. Energies are from ωB97M-V/def2-TZVPD.

Energy: -343.02663 hartree
Energy above the lowest of the compared OMol25 structures with the same formula, charge and spin: 109.7 kcal/mol
Spin multiplicity: 1
SMILES: CC(C)/N=C\NO
Highest occupied orbital energy: -8.89 eV
Maximum force: 0.0722 hartree/bohr

Bonds (Å) are listed after each position.
Element x y z (Å)
1 O 2.09419 0.95533 -0.68784  N3 1.361, H11 1.062
2 N 0.31251 -0.69776 0.93330  C5 1.261, C6 1.502
3 N 2.39446 -0.31572 -0.30361  O1 1.361, C5 1.444, H15 1.075
4 C -1.23595 1.26168 0.55575  C6 1.611, H10 1.033, H12 1.181, H17 1.109
5 C 1.55151 -0.84023 0.74428  N2 1.261, N3 1.444, H8 1.107
6 C -0.55751 -0.04371 -0.10110  N2 1.502, C4 1.611, C7 1.573, H9 1.159
7 C -1.63659 -0.98022 -0.75814  C6 1.573, H13 1.053, H14 1.132, H16 1.132
8 H 2.01564 -1.71842 1.23305  C5 1.107
9 H 0.23401 0.29763 -0.87521  C6 1.159
10 H -1.83450 1.07435 1.37605  C4 1.033
11 H 1.55156 1.38734 0.11609  O1 1.062
12 H -0.58820 2.15174 0.98323  C4 1.181
13 H -2.41859 -1.07956 -0.05929  C7 1.053
14 H -1.32415 -2.02747 -1.05171  C7 1.132
15 H 3.44749 -0.46924 -0.14808  N3 1.075
16 H -2.09078 -0.54371 -1.69813  C7 1.132
17 H -1.91510 1.58796 -0.25864  C4 1.109